Version A
Formula: C7H10N
Source: the OMol25 dataset
Level of theory: the ωB97M-V functional and the def2-TZVPD basis

Structure (SMILES) = C/C=C/[N+]1=CC=CC1
HOMO energy = -0.5204 hartree
Total charge = +1

Last columns: bonded neighbours and bond lengths (Å).
Element x y z (Å)
1 C 3.25 0.00 0.59  C2 1.682, H9 1.084, H10 1.145, H11 1.150
2 C 1.78 -0.53 -0.05  C1 1.682, C3 1.291, H12 1.027
3 C 0.90 0.34 -0.41  C2 1.291, N4 1.563, H13 1.201
4 N -0.61 -0.04 -0.59  C3 1.563, C5 1.284, C8 1.410
5 C -1.03 -0.62 0.48  N4 1.284, C6 1.377, H14 1.135
6 C -2.38 -0.65 0.76  C5 1.377, C7 1.368, H15 1.113
7 C -2.88 0.17 -0.21  C6 1.368, C8 1.514, H16 1.138
8 C -1.74 0.62 -1.10  N4 1.410, C7 1.514, H17 1.166, H18 1.160
9 H 4.05 -0.13 -0.14  C1 1.084
10 H 3.43 -0.55 1.58  C1 1.145
11 H 3.19 1.12 0.84  C1 1.150
12 H 1.47 -1.46 0.25  C2 1.027
13 H 1.21 1.46 -0.70  C3 1.201
14 H -0.22 -1.24 0.97  C5 1.135
15 H -2.77 -1.05 1.72  C6 1.113
16 H -3.89 0.55 -0.57  C7 1.138
17 H -2.06 0.23 -2.15  C8 1.166
18 H -1.70 1.77 -1.28  C8 1.160

Atom charges from the Mulliken analysis, given in e for atoms 1 to 2:
1 C -0.972
2 C -0.238



Version B
Formula: C7H10N
Source: the OMol25 dataset
Level of theory: the ωB97M-V functional and the def2-TZVPD basis

Structure (SMILES) = CCC1=C[C@]23C[N@@+]12C3
HOMO energy = -0.5327 hartree
Total charge = +1

Last columns: bonded neighbours and bond lengths (Å).
Element x y z (Å)
1 C 0.44 1.69 1.04  C2 1.494, H9 1.078, H10 1.073, H11 1.059
2 C -0.01 0.34 1.47  C1 1.494, C3 1.479, H12 1.110, H13 1.131
3 C -0.51 -0.49 0.35  C2 1.479, C4 1.364, N7 1.505
4 C -1.29 -1.55 0.00  C3 1.364, C5 1.499, H14 1.097
5 C -0.59 -1.72 -1.32  C4 1.499, C6 1.530, N7 1.766, C8 1.454
6 C -0.49 -0.45 -2.16  C5 1.530, N7 1.587, H15 1.148, H16 1.149
7 N 0.39 -0.33 -0.85  C3 1.505, C5 1.766, C6 1.587, C8 1.488
8 C 0.83 -1.75 -1.00  C5 1.454, N7 1.488, H17 1.085, H18 1.174
9 H -0.26 2.30 0.48  C1 1.078
10 H 1.38 1.47 0.57  C1 1.073
11 H 0.65 2.27 1.90  C1 1.059
12 H -0.76 0.52 2.28  C2 1.110
13 H 0.84 -0.32 1.83  C2 1.131
14 H -2.28 -1.93 0.26  C4 1.097
15 H 0.31 -0.55 -2.98  C6 1.148
16 H -1.39 0.25 -2.20  C6 1.149
17 H 1.20 -2.28 -0.13  C8 1.085
18 H 1.74 -1.85 -1.73  C8 1.174

Atom charges from the Mulliken analysis, given in e for atoms 1 to 2:
1 C -1.170
2 C -0.270



It is version B that is the least stable of them.